# 1
Molecular formula: C26H74O19S11
Method: DFT, ωB97M-V/def2-TZVPD

Atoms and positions in Å:
1 H -2.86892 12.85332 -1.34839
2 O 1.77441 20.86614 1.48269
3 O -2.40617 13.19467 3.96481
4 C -5.61728 18.89152 3.86708
5 C -7.12599 18.64617 3.94814
6 S -4.57791 18.38344 1.50559
7 C -4.73612 13.72857 2.77904
8 H -0.01272 22.50196 2.68702
9 H -0.12055 15.08088 0.85759
10 C -8.09662 14.07146 -4.72726
11 S 0.32219 20.72130 1.07501
12 H -4.53208 15.26816 -1.84772
13 H -5.44977 19.95111 3.64604
14 O -0.21937 17.78613 1.86168
15 H -3.64653 11.20866 -5.86952
16 S -5.11162 8.48120 -0.92563
17 C -3.39629 16.04923 -6.66858
18 C -3.56569 14.90974 -1.47715
19 C 1.69533 16.91525 -8.82995
20 H -0.80481 21.55412 -0.89064
21 H -4.24359 16.19300 -5.99840
22 O -5.01233 17.96976 2.98907
23 H 1.25256 11.64025 -1.76352
24 H -6.51707 14.93016 -3.44154
25 H 2.34547 18.59592 2.31295
26 C -3.20893 19.50292 1.76069
27 H -0.40209 17.59635 -2.15641
28 C 2.41435 17.66102 1.76910
29 O -7.06792 16.45861 -6.06362
30 H -3.28572 16.08853 3.23672
31 O -2.90121 14.25278 -8.61852
32 O -8.84086 15.29616 -4.76758
33 H -6.00040 10.45024 -1.93279
34 S -1.51708 10.69319 -4.97076
35 H 2.58627 16.84954 2.48261
36 O -1.25680 10.24645 -6.36417
37 H -7.40453 14.05758 -5.57308
38 C 0.82465 15.44289 1.26242
39 H -4.23495 16.16926 4.72037
40 H -6.09934 10.42826 -0.09367
41 O -9.26626 17.56127 -5.46678
42 H -7.59096 18.95375 3.00728
43 O -0.51234 14.58593 -1.65652
44 H 0.90447 21.97268 -0.88824
45 H -7.32306 17.58242 4.06873
46 C 0.67557 15.57459 -6.73030
47 C -3.79070 13.42401 -1.22664
48 H -1.47782 16.99843 -0.81567
49 H -1.32335 13.04146 -5.64038
50 S -8.48623 16.42784 -5.87015
51 H 2.62149 17.20786 -8.33799
52 H -4.32061 13.25954 -0.28730
53 S 1.02835 15.27157 -8.45335
54 H 3.26107 17.61737 1.08536
55 H -3.50224 6.61087 -4.14518
56 H -6.68785 13.16265 -3.33634
57 H -1.41560 12.84534 -3.95060
58 H -7.87384 14.19310 -2.60149
59 H 0.11853 12.40681 -4.74505
60 H -2.30637 19.02601 2.14242
61 C 2.25194 14.11584 -2.89845
62 H -5.20675 12.98136 -7.33468
63 S -1.21182 15.44431 -2.56380
64 H -1.72624 6.72460 -3.70118
65 C -5.03455 13.97660 -6.91673
66 O -6.24185 7.60263 -1.06165
67 H -7.65451 19.25194 4.68315
68 H 0.33321 14.70692 -6.17756
69 C -7.22553 14.10544 -3.47807
70 C -1.34230 17.11775 -1.88575
71 C -3.41197 15.65406 4.22654
72 S -3.23901 14.30431 -7.17472
73 H -3.48647 20.22663 2.53085
74 H 0.43630 20.33683 -1.32040
75 H -5.67208 14.75938 -7.31452
76 C -5.51752 10.22162 -0.98670
77 H -3.33656 15.57199 -0.64619
78 H -1.21141 22.70904 1.39207
79 C -3.29563 10.96129 -4.86454
80 H 1.78406 16.88590 -9.91606
81 C -0.18536 22.41576 1.61319
82 O 4.54342 13.04784 -2.06036
83 H 0.06860 16.46734 -6.60137
84 H 2.89286 14.69660 -3.56440
85 O -2.75846 15.01471 -2.68666
86 H -9.39476 16.33990 -8.12766
87 H -2.25660 8.18214 -1.90349
88 H -3.21689 6.64896 -1.79863
89 H -3.73500 10.00240 -4.59458
90 H -2.51605 8.07396 -4.41916
91 O -4.24003 8.29106 0.20071
92 C -2.69126 7.22628 -3.75870
93 H 2.03785 12.60134 -0.56374
94 H -3.06646 20.03208 0.82208
95 H -4.15407 14.00022 1.89767
96 O -4.26218 8.38537 -2.29251
97 H 1.57095 14.84918 0.72856
98 O -0.31511 15.16291 -9.12074
99 H -3.61452 11.76297 -4.19892
100 C -0.96453 12.39389 -4.83971
101 S -3.69302 13.87889 4.26955
102 H -5.61909 14.34223 2.94054
103 S 0.84602 17.22126 0.95348
104 H 2.15442 14.76732 -2.03089
105 H 1.29868 13.82260 -3.32428
106 H -4.55771 10.73184 -0.93860
107 H -4.45027 12.99948 -1.98981
108 O -4.04780 17.19348 0.91400
109 H -8.42686 14.95064 -7.56087
110 H 0.91974 15.23179 2.32664
111 H -3.58801 16.65226 -7.56185
112 H -5.23005 13.79505 -5.85583
113 O -0.81935 15.58839 -3.93224
114 S 3.23989 12.59298 -2.65849
115 H -2.09960 17.60130 -2.49706
116 H -5.16709 18.81830 4.86078
117 H 0.98409 17.71605 -8.60490
118 H -2.51658 16.52858 -6.23799
119 H -10.15585 15.12277 -7.05319
120 H 1.65874 15.79061 -6.28533
121 H -8.70613 13.17355 -4.77724
122 C -9.23918 15.63670 -7.31512
123 H -4.94303 12.66530 2.66618
124 C 0.19327 21.17571 -0.66788
125 H 0.55841 23.09238 1.19395
126 H 2.78028 11.02328 -0.92369
127 C 2.23507 11.86217 -1.34346
128 H -2.49827 15.80675 4.80059
129 O -5.68629 19.07920 0.92741
130 C -3.07312 7.59210 -2.32299

Calculated values
* energy relative to the best compared isomer or geometry (same formula, charge and spin): 0.679 eV
* E_HOMO: -8.562 eV

# 2
Molecular formula: C26H75N10O12
Method: DFT, ωB97M-V/def2-TZVPD

Atoms and positions in Å:
1 O -30.10675 0.27780 -5.81849
2 H -24.78719 -3.74978 -4.58345
3 H -27.72515 2.31490 0.57198
4 H -28.25267 2.24139 -1.37359
5 H -25.08641 -1.01221 -5.94003
6 H -25.20937 5.86517 -1.91966
7 H -23.40493 0.76921 -4.40106
8 H -28.03718 -1.39763 -0.99081
9 H -24.78122 -1.37647 1.66951
10 H -26.97621 -2.00165 -6.65071
11 H -29.24225 1.27529 -1.58894
12 H -23.90322 -2.58230 -2.86664
13 H -31.11309 -1.35392 -0.59219
14 H -26.21582 1.96993 0.23232
15 H -25.73772 2.24761 -3.14104
16 H -28.24044 1.33160 -0.82358
17 O -27.35982 5.07803 -2.48801
18 C -27.23505 -3.23754 -0.21816
19 H -29.40204 -1.27093 -0.79134
20 H -27.90953 -2.74981 2.45539
21 H -28.81773 -0.15318 -3.12090
22 C -25.00586 3.97158 -1.50906
23 H -26.04805 1.91795 -1.32700
24 C -30.33146 -1.37245 -1.35167
25 H -26.55303 -1.61711 2.74923
26 N -29.42361 -0.51106 -3.84542
27 H -27.08853 1.40008 -5.14615
28 N -29.89408 2.03151 -1.43612
29 C -26.07405 1.04692 -4.96120
30 C -27.66197 -1.14566 -1.98269
31 N -27.48586 3.10124 -3.41865
32 N -27.98541 3.21539 -1.37403
33 C -22.89680 0.32339 -1.36692
34 C -30.19367 -3.87475 -0.87704
35 H -30.17711 2.30811 -0.50688
36 H -26.95705 -0.19180 1.61092
37 O -28.77559 0.71056 2.17785
38 H -25.31496 2.40842 1.62768
39 H -25.04629 1.99385 -1.57868
40 C -25.14507 1.92492 -3.99704
41 C -30.60191 2.59004 -2.34005
42 H -31.01743 -3.82634 -0.16488
43 H -29.79409 -0.99088 0.64637
44 H -22.91143 -1.85062 -0.63109
45 C -26.36978 -2.97018 1.03934
46 O -26.03743 0.57087 3.22980
47 H -27.43613 2.11549 -3.20434
48 N -28.54785 1.24571 -4.61258
49 H -23.89441 0.16354 1.47545
50 H -24.56283 2.85686 -3.05797
51 H -23.96111 -0.97573 -3.37738
52 O -25.26860 4.08666 -0.33761
53 C -23.96534 1.16568 -3.55438
54 O -28.50732 1.11663 -2.14116
55 N -29.24402 -0.26472 0.21025
56 C -30.30634 -2.84902 -1.92247
57 H -30.99502 2.53465 -4.29461
58 H -24.79667 4.82906 -3.30675
59 H -28.17441 -3.74554 0.00010
60 C -26.19472 0.83827 -1.35664
61 H -25.20477 0.38721 -1.42475
62 H -26.98528 0.39835 -3.25729
63 C -27.15572 -2.11501 1.98965
64 H -30.35547 -4.87215 -1.28586
65 H -27.59480 -2.27696 -0.58692
66 H -23.84241 0.57079 -0.88452
67 H -27.04761 2.47618 1.65146
68 C -27.38397 0.32277 -2.24564
69 H -29.64626 -1.48433 -3.99799
70 H -31.21619 -3.10590 -2.46496
71 C -28.79300 0.67352 0.93374
72 H -26.04755 -1.06280 -3.63990
73 C -26.20823 1.86632 1.31736
74 O -26.23962 -2.60534 -6.52989
75 H -29.20509 -2.25525 -3.36487
76 H -28.08935 1.28077 -3.71333
77 H -25.38750 1.23831 3.46156
78 O -24.69774 2.96396 -4.79837
79 H -29.28513 -3.79934 -0.27958
80 H -29.87633 1.27455 -3.68372
81 H -28.12747 3.82988 -0.58516
82 O -26.03308 -4.23237 1.62670
83 H -29.28171 -0.25607 -0.79901
84 C -25.53050 -1.92877 -5.55170
85 N -24.89490 4.99038 -2.31457
86 C -24.47970 -2.77420 -4.96003
87 C -23.96776 -1.57126 -2.46448
88 H -27.63612 -1.27693 1.48474
89 N -30.55562 2.01023 -3.55164
90 C -24.81988 -0.36877 1.25580
91 H -23.98205 -2.36257 -4.08196
92 H -25.33831 3.62321 -5.07524
93 H -25.56199 0.84357 -5.90170
94 H -22.96418 0.65874 -2.40185
95 N -24.74476 2.82614 -2.06496
96 O -29.21054 -3.01866 -2.78283
97 H -26.28242 0.06941 -4.52628
98 H -22.01357 0.72833 -0.87291
99 H -27.39487 -1.01614 -4.84543
100 H -28.36668 1.87761 -5.37938
101 C -29.42144 0.34918 -4.81108
102 C -26.06354 0.39874 1.81340
103 H -24.79788 -0.49372 0.17321
104 H -23.21441 1.74492 -3.01707
105 H -28.38695 -1.58895 -2.66533
106 H -27.25535 3.48178 -4.32538
107 C -26.55541 -1.58743 -4.44919
108 C -27.64340 3.90398 -2.41965
109 H -23.72548 -2.95797 -5.72519
110 N -28.23700 1.54604 0.16339
111 H -26.65785 -3.77374 -0.97144
112 H -20.90989 -1.51461 -1.81421
113 H -27.13778 -2.38959 -3.99590
114 H -25.61964 -4.76866 0.94622
115 H -26.71237 -1.65251 -2.15433
116 O -21.69044 -1.40600 -2.36242
117 H -30.34384 -0.58423 -2.10443
118 H -24.88990 -1.52090 -1.88549
119 C -22.81629 -1.22661 -1.51971
120 H -24.24725 0.31550 -2.93325
121 H -26.46127 0.59212 -0.32879
122 H -25.50476 -2.40783 0.68777
123 O -31.26630 3.57700 -2.07068

Calculated values
* total charge: -1
* E_HOMO: -5.014 eV